A cluster of 2 separate species, C5H8O4 in total, computed with wB97M-V/def2-TZVPD.

XYZ file:
```
17
Properties=species:S:1:pos:R:3
C -1.424 -1.147 2.548
C -1.876 -0.409 1.298
C 0.011 -0.926 3.075
O 0.920 -1.522 2.468
O 0.110 -0.222 4.122
H -2.156 -1.036 3.356
H -1.457 -2.219 2.316
H -1.111 -0.413 0.528
H -2.121 0.635 1.495
H -2.754 -0.910 0.884
C -0.700 0.900 -2.931
C 0.816 1.104 -3.335
O 1.311 0.119 -3.941
O 1.335 2.192 -3.030
H -0.912 0.052 -3.598
H -1.246 1.823 -3.071
H -0.754 0.416 -1.961
```

Calculated values
Energy above the lowest of the compared OMol25 structures with the same formula, charge and spin in kcal per mole: 8.3
Net charge: -2
HOMO level in eV: -1.687
Gap between HOMO and LUMO in eV: 8.020

The molecule C2H4N2OS2, computed with wB97M-V/def2-TZVPD.

XYZ file:
```
11
Properties=species:S:1:pos:R:3
C -0.458 -0.299 0.133
C -1.536 1.953 0.246
H 1.696 -1.693 -0.261
H 0.777 1.274 -0.148
H -2.344 0.136 0.790
H -2.521 2.432 0.521
N 0.737 0.267 -0.220
N -1.543 0.578 0.343
O -0.559 2.622 -0.020
S 2.214 -0.511 -0.524
S -0.685 -1.925 0.282
```

Calculated values
Energy above the lowest of the compared OMol25 structures with the same formula, charge and spin in kcal per mole: 4.5
HOMO level in eV: -8.651
Gap between HOMO and LUMO in eV: 8.948

A cluster of 7 separate species, C15H36Br4Cl6N2O2 in total, computed with wB97M-V/def2-TZVPD.

XYZ file:
```
65
Properties=species:S:1:pos:R:3
Br 3.983 4.453 -4.678
C 2.483 4.577 -3.337
C 1.090 4.180 -3.869
Br -0.248 4.494 -2.439
H 2.341 5.556 -2.879
H 2.758 3.939 -2.496
H 1.062 3.117 -4.108
H 0.838 4.687 -4.800
Br 0.938 1.976 1.824
C 1.898 1.502 0.145
C 1.003 0.747 -0.832
Br 2.170 0.324 -2.412
H 2.708 0.852 0.475
H 2.332 2.382 -0.330
H 0.162 1.389 -1.094
H 0.626 -0.159 -0.358
C 0.491 -2.095 2.318
C -0.743 -2.760 1.788
C -1.140 -2.309 0.357
O -0.008 -2.594 -0.533
C -0.192 -2.113 -1.861
N -0.421 -4.185 1.751
H 0.301 -1.022 2.293
H 1.339 -2.238 1.650
H 0.736 -2.449 3.320
H -1.598 -2.461 2.394
H -1.422 -1.260 0.268
H -1.978 -2.913 0.011
H -0.745 -1.174 -1.866
H -0.778 -2.777 -2.497
H 0.803 -1.994 -2.288
H 0.203 -4.284 0.963
H 0.161 -4.319 2.565
C -4.408 -0.105 4.866
C -2.914 -0.024 4.838
C -2.278 0.968 3.855
O -2.683 0.590 2.525
C -2.741 1.615 1.573
N -2.375 0.115 6.197
H -4.787 0.878 5.147
H -4.764 -0.739 5.678
H -4.872 -0.395 3.923
H -2.511 -0.987 4.522
H -1.197 1.077 3.943
H -2.605 1.964 4.150
H -3.430 2.417 1.838
H -3.114 1.168 0.652
H -1.740 2.012 1.401
H -3.005 -0.305 6.865
H -1.491 -0.363 6.291
C -1.973 1.772 -5.087
Cl -2.734 3.358 -4.921
Cl -1.242 1.183 -3.566
H -2.657 1.031 -5.502
H -1.120 1.852 -5.760
C 3.816 -2.113 0.254
Cl 4.629 -3.719 0.479
Cl 3.807 -1.135 1.741
H 4.397 -1.514 -0.447
H 2.842 -2.266 -0.210
C 4.105 -1.772 -4.928
Cl 3.375 -2.954 -3.821
Cl 3.476 -2.000 -6.515
H 3.868 -0.752 -4.627
H 5.177 -1.925 -4.802
```

Calculated values
HOMO level in eV: -9.086
Gap between HOMO and LUMO in eV: 9.134

The molecule C4H6N2O, computed with wB97M-V/def2-TZVPD.

XYZ file:
```
13
Properties=species:S:1:pos:R:3
C -1.927 -0.089 -0.037
C -0.434 -0.069 -0.070
C 0.422 -0.056 -1.114
C 1.779 0.052 -0.580
O 2.872 -0.036 -1.103
N 1.598 0.257 0.804
N 0.264 -0.035 1.135
H -2.325 0.899 0.227
H -2.289 -0.808 0.705
H -2.325 -0.365 -1.016
H 0.188 -0.157 -2.163
H 2.280 -0.207 1.390
H -0.104 0.616 1.822
```

Calculated values
Energy above the lowest of the compared OMol25 structures with the same formula, charge and spin in kcal per mole: 24.1
HOMO level in eV: -8.812
Gap between HOMO and LUMO in eV: 9.572

A structure of composition C36H54BF6MgN2O36S2, computed with wB97M-V/def2-TZVPD.

XYZ file:
```
138
Properties=species:S:1:pos:R:3
Mg 6.906 20.823 2.060
O 6.643 19.637 3.678
C 6.220 18.899 4.526
O 6.680 18.705 5.733
B 5.845 17.707 6.464
O 4.810 17.346 5.509
C 5.003 17.983 4.355
O 4.296 17.975 3.415
O 5.288 18.345 7.701
C 5.741 17.704 8.742
O 5.466 17.876 9.893
C 6.690 16.592 8.272
O 6.738 16.624 6.947
O 7.236 15.780 8.944
N 2.633 20.643 2.523
S 2.321 20.838 4.031
O 1.309 21.789 4.375
O 3.442 20.684 4.930
F 1.497 19.502 4.347
S 3.667 21.895 2.268
O 5.071 21.533 2.247
O 3.299 23.232 2.569
F 3.442 21.878 0.687
N 5.644 18.672 0.307
O 6.598 19.308 0.907
O 4.487 19.008 0.486
O 5.944 17.747 -0.449
C 7.070 17.363 12.278
C 8.393 17.900 11.806
O 9.351 17.186 12.527
C 8.735 16.531 13.554
O 9.302 15.943 14.372
O 7.426 16.806 13.564
F 8.533 19.249 11.992
H 6.667 16.587 11.637
H 6.314 18.130 12.412
H 8.501 17.641 10.749
C 6.669 14.580 4.527
C 7.849 14.090 5.368
O 8.915 14.882 4.873
C 8.453 15.965 4.194
O 9.100 16.929 3.912
O 7.128 15.828 4.016
F 8.090 12.777 5.041
H 5.684 14.689 4.980
H 6.459 13.959 3.649
H 7.688 14.125 6.442
C 2.312 18.765 7.516
C 2.340 19.204 8.977
O 0.980 19.492 9.246
C 0.184 19.064 8.220
O -0.956 19.318 8.163
O 0.927 18.481 7.275
F 3.081 20.333 9.105
H 2.793 17.797 7.383
H 2.658 19.525 6.818
H 2.745 18.450 9.651
C 10.375 14.675 8.017
C 10.804 14.641 9.492
O 10.400 13.358 9.887
C 9.828 12.675 8.836
O 9.650 11.518 8.876
O 9.661 13.471 7.765
F 10.132 15.631 10.158
H 11.239 14.706 7.352
H 9.712 15.537 7.920
H 11.861 14.885 9.588
C 1.991 21.171 13.721
C 2.355 21.725 12.346
O 3.554 21.229 11.777
C 4.678 21.279 12.645
C 5.947 21.152 11.820
H 1.825 20.093 13.761
H 2.657 21.378 14.561
H 1.058 21.694 13.959
H 1.610 21.362 11.637
H 2.308 22.819 12.396
H 4.701 22.166 13.286
H 4.605 20.362 13.250
H 5.963 21.964 11.086
H 6.014 20.160 11.390
H 6.807 21.442 12.430
O 1.562 17.344 2.632
C 1.031 16.369 3.003
O 1.365 15.549 4.018
C 2.077 16.194 5.086
C 1.970 15.284 6.310
C -0.146 15.801 2.228
H 1.720 17.185 5.356
H 3.139 16.266 4.863
H 2.746 15.567 7.023
H 2.039 14.236 5.997
H 1.001 15.225 6.817
H -0.125 14.726 2.024
H -0.006 16.171 1.208
H -1.135 16.072 2.586
O 8.890 20.413 2.127
C 9.985 19.992 2.401
O 10.631 19.182 1.639
C 10.041 18.705 0.423
C 10.717 19.432 -0.731
C 10.736 20.387 3.638
H 8.950 18.690 0.414
H 10.289 17.648 0.312
H 11.746 19.067 -0.809
H 10.859 20.492 -0.509
H 10.261 19.289 -1.707
H 11.791 20.358 3.382
H 10.470 19.596 4.343
H 10.388 21.368 3.935
O 9.447 21.283 6.726
C 9.941 20.627 7.576
O 10.415 21.169 8.709
C 10.111 22.542 8.961
C 11.097 23.156 9.925
C 10.398 19.195 7.476
H 9.071 22.587 9.284
H 10.143 23.111 8.026
H 12.111 22.807 9.739
H 10.856 22.865 10.949
H 11.035 24.243 9.895
H 11.473 19.126 7.343
H 9.868 18.822 6.598
H 10.077 18.652 8.361
O 2.058 15.384 13.002
C 3.188 15.789 13.056
O 3.605 16.753 13.874
C 2.727 17.217 14.906
C 3.514 18.187 15.763
C 4.253 15.308 12.110
H 2.440 16.355 15.513
H 1.849 17.684 14.461
H 4.370 17.749 16.281
H 2.860 18.739 16.432
H 4.065 18.858 15.092
H 4.394 16.117 11.389
H 3.846 14.439 11.600
H 5.198 14.985 12.541
```

Calculated values
Net charge: -1
HOMO level in eV: -7.272
Gap between HOMO and LUMO in eV: 8.199

A cluster of 2 separate species, C5H13P2 in total, computed with wB97M-V/def2-TZVPD.

XYZ file:
```
20
Properties=species:S:1:pos:R:3
C 0.243 -0.109 1.887
C -1.307 -0.191 1.683
C 0.922 0.576 0.723
C -0.688 1.564 -1.704
C 1.050 -1.177 -1.642
P -1.740 -0.930 0.023
P -0.043 0.087 -0.847
H 0.282 0.398 2.802
H 0.681 -1.085 1.968
H -1.596 -0.986 2.472
H -1.798 0.791 2.034
H 1.078 1.729 0.875
H 1.825 0.145 0.604
H -0.160 2.475 -1.400
H -1.763 1.852 -1.648
H -0.284 1.448 -2.694
H 1.444 -1.773 -0.875
H 1.823 -0.541 -1.866
H 0.690 -1.711 -2.465
H -0.660 -2.562 0.069
```

Calculated values
Energy above the lowest of the compared OMol25 structures with the same formula, charge and spin in kcal per mole: 16.8
Net charge: +1
HOMO level in eV: -13.809
Gap between HOMO and LUMO in eV: 9.827